Molecular formula: C30H57ClN2O6
Method: DFT, ωB97M-V/def2-TZVPD

Calculated values
Kohn-Sham gap, Eh: 0.353
Electronic energy, eV: -59822.070
M, g/mol: 577.247
E_HOMO, eV: -9.35
SMILES string: CCCCO[C@@]1(CCCC(=O)OCC)NC(=O)[C@@H](CCCN)[C@]1(CCCCOC)CC(=O)Cl.CCCCCC

Geometry as XYZ:
```
96
Properties=species:S:1:pos:R:3:lowdin_charge:R:1
H 2.612 4.267 -5.248 0.0982
C 1.194 1.869 -5.829 -0.2254
H 5.319 1.502 3.293 0.1002
H -1.703 1.690 -0.189 0.1044
O 1.866 2.984 0.066 0.1214
H -0.216 -4.848 1.312 0.0987
H -2.885 -3.766 1.391 0.0849
O -5.415 2.741 0.538 0.0001
H 3.213 -0.277 3.613 0.0229
H -5.217 1.851 2.407 0.1120
H 2.936 3.645 -8.233 0.0740
H 1.075 0.795 -5.647 0.1069
H -0.421 -2.761 2.159 0.0808
H -1.342 -5.524 -0.575 0.1164
H 1.873 2.683 -3.183 0.0751
C 0.843 2.368 -3.355 -0.1066
H -1.280 -0.544 -0.637 0.1135
H 0.765 2.054 -6.817 0.1011
H 0.220 2.901 -2.633 0.0768
C 3.224 0.227 0.852 -0.1110
C 0.766 -1.433 4.708 -0.1619
H -6.447 0.428 0.290 0.0807
C -6.761 0.796 1.268 -0.0607
C -0.058 0.511 1.609 -0.3642
H 0.463 -2.980 6.185 0.0996
C 0.285 -2.836 5.119 -0.2325
C 1.893 0.566 0.125 -0.1608
O -2.294 -3.710 -0.610 -0.2096
H 3.162 1.601 -6.639 0.1088
H -6.659 2.799 2.091 0.1207
C -4.490 2.142 -0.245 -0.5059
H -0.201 0.695 -1.302 0.1166
H 0.951 -0.834 5.603 0.1146
C -5.989 2.058 1.660 -0.2208
H -0.836 -0.008 4.410 0.1259
H -0.800 -2.895 4.991 0.1012
H -3.598 0.254 -0.499 0.1343
H 1.578 -4.602 4.979 0.0696
O 0.520 0.068 2.847 -0.0858
C -3.186 -4.131 0.398 -0.1037
H 2.812 5.258 -7.529 0.0680
H 2.113 0.592 -0.939 0.0913
C 0.386 2.638 -4.784 -0.2556
C 2.521 4.215 -7.398 -0.1131
O -4.289 2.574 -1.340 0.1377
H 3.989 0.059 0.090 0.1240
H 4.212 2.102 1.264 0.1188
H 3.123 -0.713 1.390 0.0915
C -0.240 -0.300 -0.847 -0.0878
C -3.680 0.986 0.310 -0.0992
C 1.428 1.956 0.496 -0.4468
H -3.253 -5.225 0.433 0.0912
C -2.283 1.488 0.706 -0.1587
H 1.721 -1.498 4.182 0.0843
C 3.772 1.278 1.827 -0.1932
C 0.936 -1.753 0.840 -0.1143
C -0.115 -4.108 0.515 -0.1377
H 0.784 1.299 -3.138 0.0348
H 0.907 -4.221 0.140 0.1115
C 0.944 -3.992 4.334 -0.0959
H -6.591 -0.006 1.988 0.0782
C 2.689 2.192 -5.848 -0.2295
C -0.220 -0.685 3.806 -0.2001
H 1.560 -3.616 3.514 0.0623
C -1.094 -4.456 -0.632 -0.2170
Cl 1.804 -1.365 -2.502 0.7070
H 1.579 -2.187 0.068 0.0967
H -4.147 0.480 1.155 0.0998
H -0.898 -1.393 3.321 0.0984
N 0.388 1.894 1.445 0.1720
H -1.934 -0.535 1.378 0.1054
H 3.147 1.860 -4.912 0.0994
O -0.700 -1.918 -2.542 0.0843
C 0.637 -0.306 0.427 -0.2659
H -1.933 0.681 2.647 0.1208
H 1.434 4.166 -7.470 0.0644
H 2.972 1.683 2.457 0.1091
C 3.023 3.668 -6.065 -0.2708
C -1.595 0.472 1.632 -0.0998
H 0.433 3.712 -4.984 0.1003
N 4.215 -0.213 3.768 0.0046
H 0.199 -4.662 3.901 0.0623
H -7.833 0.984 1.225 0.0760
H -2.370 2.440 1.234 0.1297
H -1.191 -2.245 0.681 0.0864
H -0.635 -4.284 -1.605 0.1109
H 4.108 3.790 -6.013 0.1034
H 5.579 0.157 2.186 0.1115
H -0.666 2.359 -4.885 0.1073
H 1.533 -1.749 1.751 0.0953
C -0.275 -2.684 1.079 -0.1613
H 4.569 -1.156 3.671 0.0618
H 0.729 2.251 2.334 0.1557
C 0.093 -1.265 -1.965 -0.7333
H -4.169 -3.726 0.161 0.0897
C 4.815 0.687 2.767 -0.2768
```